Below is a molecular structure, C30H41Ge2N6Ni, with properties calculated with wB97M-V/def2-TZVPD.

The total charge is +2. The relative energy (zero: lowest compared OMol25 entry of this formula, charge and spin) is 17.3 kJ/mol. As for the multiplicity: 4. As for the HOMO-LUMO gap (alpha / beta): 7.7 / 6.5 eV. For the HOMO energy (alpha / beta), the calculation gives -12.89 / -13.71 eV.

Each line ends with the Mulliken charge.
CARTESIAN COORDINATES (ANGSTROEM)
Ni1 -0.16932 0.13555 0.38586  0.8418
N1 -0.64654 -1.33308 1.80023  -0.1993
C1 0.52823 -1.75298 2.60504  -0.4544
C2 1.49184 -0.58279 2.81020  -0.8125
N2 1.44061 0.43699 1.72622  -0.2476
C3 1.32109 1.79885 2.28021  -0.8243
C4 -0.08050 1.98197 2.82636  -0.7378
N3 -1.04640 1.68527 1.75771  -0.4625
H1 -1.31456 -0.86785 2.40920  0.4254
H2 -1.14173 -2.14929 1.46051  -0.0899
H3 1.00150 -2.57450 2.08003  0.2536
H4 0.21926 -2.15523 3.57184  0.6249
H5 2.50703 -0.96410 2.92500  0.4999
H6 1.25192 -0.07993 3.74515  0.3586
H7 2.27631 0.36490 1.15256  0.2885
H8 1.51694 2.50944 1.47426  0.4257
H9 2.06346 1.98016 3.06163  0.4590
H10 -0.21082 2.98545 3.23483  0.4748
H11 -0.26532 1.28944 3.64882  0.3562
H12 -1.07932 2.47600 1.12042  0.3331
H13 -1.98482 1.60302 2.13800  0.2015
C5 4.67684 -2.65053 -0.91754  -0.8251
C6 4.54375 -1.70107 -1.92030  -0.8703
C7 3.38720 -0.94499 -2.04742  -0.7216
C8 2.33430 -1.14731 -1.15294  -0.8818
C9 2.47424 -2.09762 -0.15442  1.0284
C10 3.63040 -2.84905 -0.02935  -1.1250
N4 1.11792 -0.39026 -1.21838  2.1300
N5 1.25087 0.62397 -2.08956  -0.7042
C11 0.21132 1.49033 -2.12712  -0.4555
C12 0.11644 2.40144 -3.19301  -0.7443
C13 -0.98628 3.21329 -3.26684  -0.5426
C14 -1.97012 3.12603 -2.27202  -1.2245
C15 -1.78225 2.24566 -1.23589  -0.1831
N6 -0.70772 1.43712 -1.14519  0.3865
H14 5.58657 -3.22783 -0.83157  0.4797
H15 5.35439 -1.53929 -2.61828  0.4540
H16 3.31148 -0.19910 -2.82243  0.5401
H17 1.62947 -2.29365 0.47880  -0.2267
H18 3.70631 -3.59628 0.75007  0.5037
H19 0.90134 2.41298 -3.93398  0.6143
H20 -1.10054 3.91005 -4.08594  0.4480
H21 -2.85394 3.74604 -2.29947  0.4854
H22 -2.51365 2.17273 -0.44011  0.7213
C16 -3.99844 -0.15918 -1.31956  -1.3021
Ge1 -2.96483 -1.82220 -1.19746  1.2875
C17 -3.47015 -2.57721 0.54603  -1.3737
C18 -3.37544 -3.12983 -2.61455  -1.1208
Ge2 -0.55780 -1.71174 -1.98718  -0.2860
C19 -0.48569 -0.94560 -3.77017  0.7175
C20 -1.64379 -0.39521 -4.31482  -0.1795
C21 -1.64665 0.14110 -5.59518  -1.1380
C22 -0.48304 0.12755 -6.34844  -0.6797
C23 0.68077 -0.41804 -5.81564  -1.2461
C24 0.67898 -0.95086 -4.53790  0.6380
C25 0.28270 -3.42449 -1.72337  0.1700
C26 -0.10100 -4.18436 -0.61898  0.1323
C27 0.46753 -5.42171 -0.36681  -0.9847
C28 1.42146 -5.92429 -1.24266  -0.6102
C29 1.78792 -5.19200 -2.36592  -0.8653
C30 1.21808 -3.95200 -2.60898  0.2665
H23 -5.03926 -0.44419 -1.48291  0.6020
H24 -3.70317 0.52011 -2.11588  0.3612
H25 -3.95894 0.37724 -0.37042  0.3011
H26 -4.52762 -2.83270 0.45125  0.5035
H27 -3.41080 -1.83289 1.34044  0.3572
H28 -2.95970 -3.49220 0.84850  0.4070
H29 -4.43538 -3.37876 -2.55407  0.5446
H30 -2.79708 -4.04239 -2.46762  0.3725
H31 -3.16669 -2.73920 -3.60892  0.4033
H32 -2.56939 -0.36801 -3.74717  0.1472
H33 -2.55756 0.55929 -6.00200  0.4744
H34 -0.47687 0.53741 -7.34931  0.4368
H35 1.58998 -0.42989 -6.40155  0.4727
H36 1.60744 -1.34042 -4.13559  0.3336
H37 -0.87055 -3.82265 0.06142  0.0639
H38 0.15805 -5.99881 0.49460  0.4847
H39 1.86557 -6.89384 -1.06332  0.4451
H40 2.51583 -5.59303 -3.05782  0.4825
H41 1.52244 -3.40256 -3.49036  0.3795

Forces on atoms 1 to 6 (eV/Å):
-0.1 0.5 0.6
0.0 0.1 0.0
-0.1 -0.1 0.0
0.1 0.0 0.0
0.0 -0.2 -0.1
0.1 0.1 0.0